Entry 1:
{
  "formula": "C28H28AsF9N4O3S4Sc",
  "method": "ωB97M-V/def2-TZVPD",
  "elements": ["Sc", "C", "C", "C", "C", "C", "N", "C", "C", "C", "N", "C", "C", "C", "C", "C", "C", "C", "C", "N", "C", "C", "C", "N", "C", "C", "C", "C", "O", "C", "O", "H", "H", "H", "H", "H", "H", "H", "H", "H", "H", "H", "H", "H", "H", "H", "H", "H", "H", "H", "H", "H", "H", "H", "H", "H", "H", "H", "H", "S", "As", "S", "S", "S", "F", "C", "F", "F", "C", "O", "C", "F", "F", "F", "C", "F", "F", "F"],
  "positions_angstrom": [[1.0296, 0.9067, -1.3415], [3.1225, -4.0633, 3.8169], [2.7371, -2.8996, 2.9396], [2.2643, -1.7331, 3.4780], [1.9785, -0.6164, 2.6584], [1.6174, 0.6566, 3.1011], [0.8969, 0.9722, 4.1653], [-0.0631, 0.0845, 4.8263], [-0.9250, -0.7475, 3.8665], [-1.9752, 0.0521, 3.0720], [-1.9298, -0.2517, 1.6531], [-2.9833, -0.5661, 0.9438], [-3.0099, -0.7741, -0.4365], [-4.2421, -1.1366, -1.0377], [-4.3615, -1.3248, -2.3838], [-5.6715, -1.6958, -3.0287], [-3.2064, -1.1550, -3.1719], [-1.9790, -0.8011, -2.6554], [-0.8498, -0.7348, -3.5679], [0.3573, -0.4640, -3.2794], [1.3178, -0.6279, -4.3571], [2.2891, -1.7548, -4.0300], [3.2647, -1.4093, -2.9128], [2.6319, -1.1945, -1.6286], [2.9654, -2.0151, -0.7177], [2.6286, -1.9249, 0.6904], [2.9409, -2.9584, 1.5446], [2.0540, -0.7277, 1.2219], [1.5700, 0.1811, 0.5129], [-1.8315, -0.5869, -1.2454], [-0.7349, -0.2398, -0.7265], [2.6674, -3.9755, 4.8028], [4.2063, -4.1047, 3.9485], [2.8056, -5.0087, 3.3749], [2.1892, -1.6320, 4.5552], [1.9226, 1.4839, 2.4664], [0.7243, 1.9601, 4.2678], [-0.7015, 0.7233, 5.4362], [0.4569, -0.5935, 5.5042], [-1.4117, -1.5205, 4.4624], [-0.2767, -1.2545, 3.1582], [-1.8244, 1.1244, 3.2110], [-2.9769, -0.1875, 3.4304], [-1.0783, -0.0671, 1.1063], [-3.9130, -0.6830, 1.4948], [-5.1082, -1.2656, -0.3951], [-6.4245, -1.9339, -2.2784], [-5.5507, -2.5615, -3.6822], [-6.0470, -0.8710, -3.6381], [-3.2856, -1.3147, -4.2428], [-1.1001, -0.9808, -4.6062], [1.8902, 0.2972, -4.4923], [0.8020, -0.8524, -5.2997], [2.8831, -1.9508, -4.9244], [1.7317, -2.6655, -3.7751], [3.7775, -0.4715, -3.1911], [4.0158, -2.2105, -2.8430], [3.6295, -2.8504, -0.9754], [3.3761, -3.8583, 1.1201], [4.0696, 1.6227, -4.1900], [2.8349, 2.8715, -2.9212], [0.7394, 2.5237, -3.4142], [3.1364, 2.2661, -0.8437], [3.4724, 4.8510, -3.3395], [-1.1422, 4.0041, 2.4271], [-0.3575, 3.3052, 1.5684], [0.9050, 3.6674, 1.8117], [-0.4687, 2.0077, 1.9678], [-0.7342, 3.4053, 0.0506], [-0.2009, 2.4030, -0.6217], [-0.3001, 4.8339, -0.4576], [-1.0736, 5.2522, -1.4716], [0.9497, 4.8357, -0.8484], [-0.4286, 5.7575, 0.5375], [-2.2957, 3.3288, -0.0416], [-2.6900, 3.0842, -1.2876], [-2.9195, 4.4470, 0.3827], [-2.7790, 2.3082, 0.7261]],
  "forces_ev_per_angstrom": [[0.0, 1.2, -1.2], [0.1, 0.1, -0.1], [-0.1, 0.1, 0.6], [0.0, -0.2, 0.0], [0.0, -0.1, -0.2], [0.0, 0.1, 0.0], [0.1, 0.0, -0.3], [-0.1, -0.3, 0.1], [0.0, 0.2, 0.0], [0.0, 0.0, 0.3], [-0.1, 0.0, -0.1], [0.2, -0.1, 0.2], [0.1, 0.0, -0.3], [0.0, 0.0, -0.1], [-0.3, -0.1, 0.2], [0.1, 0.1, 0.0], [0.4, 0.2, 0.2], [-0.4, 0.0, -0.1], [0.4, -0.1, -0.2], [-0.4, 0.0, 0.2], [0.3, 0.0, -0.2], [-0.2, 0.1, 0.2], [0.2, -0.2, -0.3], [-0.2, -0.1, 0.3], [0.1, 0.0, -0.5], [0.2, -0.4, 0.3], [-0.1, 0.4, -0.5], [-0.1, 0.2, 0.3], [0.0, -0.3, 1.0], [-0.3, 0.1, 0.0], [-0.1, -0.4, 0.4], [0.0, 0.0, 0.0], [0.0, -0.1, 0.0], [0.0, 0.0, 0.0], [0.0, -0.1, 0.0], [-0.1, 0.1, 0.0], [0.0, 0.0, 0.1], [0.0, 0.0, 0.0], [0.0, 0.1, 0.0], [0.0, 0.0, 0.0], [0.0, -0.2, 0.0], [-0.1, -0.2, 0.0], [0.0, 0.0, 0.0], [0.0, 0.0, 0.0], [0.0, 0.0, 0.0], [0.0, 0.0, 0.0], [0.0, 0.0, 0.0], [0.0, 0.0, 0.0], [0.0, 0.0, 0.0], [0.0, 0.0, 0.0], [0.0, -0.1, 0.0], [-0.1, 0.0, 0.1], [0.0, 0.0, 0.0], [0.0, 0.0, 0.0], [0.0, -0.1, -0.1], [-0.1, 0.0, 0.1], [0.0, 0.0, 0.1], [0.0, 0.0, 0.1], [0.0, 0.0, 0.0], [-0.1, -0.3, 0.1], [1.5, 1.0, -1.6], [0.1, -0.4, 0.4], [-0.5, -0.5, 0.1], [-0.4, 0.1, 0.4], [0.1, -0.2, -0.2], [0.0, 0.2, 0.1], [-0.1, -0.1, 0.0], [0.3, 0.5, -0.2], [-0.1, -0.1, 0.0], [-0.2, -0.2, 0.7], [0.1, 0.1, -0.2], [0.1, -0.1, 0.1], [0.0, 0.0, 0.1], [-0.1, -0.1, -0.1], [-0.2, 0.1, -0.1], [0.0, 0.0, 0.2], [0.0, -0.2, 0.0], [0.0, 0.2, -0.1]],
  "gap_ev": 3.2,
  "total_charge": -1,
  "spin_multiplicity": 1,
  "homo_ev": -2.6
}

***

Entry 2:
{
  "formula": "C6H11N",
  "method": "ωB97M-V/def2-TZVPD",
  "elements": ["C", "C", "C", "C", "C", "C", "N", "H", "H", "H", "H", "H", "H", "H", "H", "H", "H", "H"],
  "positions_angstrom": [[-0.3342, -1.9853, 0.7293], [-0.9107, -0.6765, 0.1838], [0.1233, 0.4635, -0.0520], [-0.6143, 2.0321, -0.3629], [1.1714, 0.0478, -1.1129], [0.7961, 0.7585, 1.1996], [1.3108, 1.0215, 2.2002], [0.3485, -2.4542, 0.0155], [-1.1364, -2.7013, 0.9401], [0.2092, -1.8184, 1.6642], [-1.6690, -0.3082, 0.8808], [-1.4177, -0.8688, -0.7682], [-1.3219, 2.3464, 0.4400], [0.1502, 2.8295, -0.4957], [-1.0144, 1.4851, -1.3136], [1.8548, 0.8724, -1.3268], [1.7765, -0.8057, -0.7747], [0.6778, -0.2385, -2.0468]],
  "forces_ev_per_angstrom": [[0.1, 0.1, 0.0], [-0.2, 0.6, -0.1], [0.0, 1.7, 0.9], [0.6, -4.0, -1.3], [-0.2, 0.4, 0.0], [0.7, -0.2, 1.1], [-0.3, -0.1, -0.6], [-0.1, 0.0, 0.1], [0.1, 0.2, -0.1], [0.0, 0.0, -0.1], [0.0, 0.0, -0.1], [0.0, 0.1, 0.0], [0.3, -0.7, -0.9], [-0.5, -0.9, -0.3], [-0.3, 2.6, 1.2], [0.0, -0.1, 0.0], [-0.3, 0.3, 0.0], [0.0, 0.1, 0.1]],
  "smiles": "CCC(C)(C)C#N",
  "gap_ev": 11.2,
  "total_charge": 0,
  "spin_multiplicity": 1,
  "homo_ev": -10.4
}

***

Entry 3:
{
  "formula": "C39H39IN3PTi",
  "method": "ωB97M-V/def2-TZVPD",
  "elements": ["Ti", "I", "C", "C", "C", "C", "C", "C", "C", "C", "C", "P", "C", "C", "C", "C", "C", "C", "C", "C", "C", "C", "C", "C", "C", "H", "H", "H", "H", "H", "H", "H", "H", "H", "H", "H", "H", "H", "H", "H", "H", "N", "C", "C", "C", "C", "C", "N", "H", "H", "H", "H", "H", "H", "C", "C", "C", "C", "C", "C", "C", "C", "C", "C", "C", "C", "N", "H", "H", "H", "H", "H", "H", "H", "H", "H", "H", "H", "H", "H", "H", "H", "H", "H"],
  "positions_angstrom": [[-0.1019, 1.1874, 0.2043], [-0.5647, 0.7370, 3.0687], [-1.2974, -1.2128, 3.7328], [-1.3235, -1.2837, 5.1029], [-1.8918, -2.3854, 5.7486], [-2.4447, -3.3753, 4.9908], [-2.3821, -3.3389, 3.5828], [-2.9438, -4.4230, 2.8808], [-2.8836, -4.4853, 1.5202], [-2.2506, -3.4528, 0.8296], [-1.7038, -2.3476, 1.4607], [-0.9810, -1.1964, 0.2034], [-0.0938, -2.3425, -0.9157], [-0.6394, -2.8675, -2.0873], [0.1262, -3.6986, -2.8866], [1.4282, -4.0090, -2.5281], [1.9783, -3.4780, -1.3709], [1.2234, -2.6422, -0.5695], [-2.4509, -0.7516, -0.7911], [-3.7684, -1.0940, -0.5104], [-4.7857, -0.6528, -1.3443], [-4.5008, 0.1416, -2.4428], [-3.1867, 0.5017, -2.7193], [-2.1689, 0.0615, -1.8942], [-1.7643, -2.2413, 2.8821], [-0.9241, -0.4812, 5.7046], [-1.9070, -2.4163, 6.8253], [-2.9379, -4.2171, 5.4506], [-3.4169, -5.2094, 3.4494], [-3.3054, -5.3180, 0.9815], [-2.1919, -3.5243, -0.2470], [-1.6510, -2.6260, -2.3883], [-0.2956, -4.1038, -3.7944], [2.0167, -4.6604, -3.1557], [2.9952, -3.7089, -1.0960], [1.6486, -2.2045, 0.3253], [-4.0060, -1.7163, 0.3394], [-5.8032, -0.9430, -1.1358], [-5.2944, 0.4661, -3.0963], [-2.9581, 1.1075, -3.5841], [-1.1267, 0.2935, -2.1307], [-2.3754, 2.0643, 0.3023], [-1.7243, 3.2942, 0.0328], [-2.3509, 4.4079, -0.5160], [-1.6045, 5.5645, -0.6854], [-0.2615, 5.5578, -0.3205], [0.2983, 4.3901, 0.1694], [-0.4183, 3.2744, 0.3386], [-3.2915, 2.0115, -0.1448], [-2.5274, 1.9555, 1.3117], [-3.3962, 4.3762, -0.7873], [-2.0686, 6.4531, -1.0886], [0.3458, 6.4432, -0.4178], [1.3458, 4.3328, 0.4438], [0.8821, 2.3608, -2.6645], [1.9945, 1.3524, -2.9606], [1.4345, -0.0583, -3.1459], [3.0840, 1.3078, -1.9114], [4.3982, 1.3923, -2.3324], [5.4547, 1.2848, -1.4437], [5.1869, 1.1426, -0.0936], [3.8909, 1.0770, 0.3863], [3.6624, 1.0046, 1.8778], [2.8635, 2.2232, 2.3485], [2.9826, -0.3079, 2.2770], [2.7997, 1.1149, -0.5287], [1.5326, 0.9935, -0.1145], [0.2111, 2.4338, -3.5193], [1.3077, 3.3445, -2.4686], [0.2972, 2.0364, -1.7734], [2.4558, 1.6627, -3.9037], [1.0589, -0.4369, -2.1868], [2.2152, -0.7330, -3.4861], [0.6396, -0.0650, -3.8886], [4.6022, 1.5397, -3.3841], [6.4731, 1.3231, -1.7970], [6.0088, 1.0768, 0.6035], [4.6409, 1.0327, 2.3704], [1.8957, 2.2725, 1.8279], [3.4233, 3.1311, 2.1394], [2.6938, 2.1661, 3.4212], [2.0546, -0.4480, 1.7047], [2.7591, -0.3004, 3.3425], [3.6517, -1.1415, 2.0727]],
  "forces_ev_per_angstrom": [[0.6, -0.7, 0.2], [-0.1, -0.5, 0.3], [0.2, 0.5, 0.0], [0.2, 0.5, -0.4], [-0.2, -0.3, -0.1], [0.2, 0.2, 0.2], [0.1, 0.2, -0.1], [0.0, 0.0, -0.3], [-0.1, -0.1, 0.3], [0.2, 0.3, 0.2], [0.1, 0.1, -0.3], [-0.8, -1.3, -0.3], [0.2, 0.3, 0.1], [-0.1, 0.2, 0.2], [0.0, 0.0, 0.0], [0.0, 0.0, 0.0], [0.0, 0.0, 0.0], [-0.2, 0.1, 0.1], [0.2, 0.1, 0.0], [0.2, 0.0, 0.0], [-0.1, 0.1, 0.0], [0.1, 0.0, 0.0], [0.1, 0.1, -0.1], [0.0, -0.3, 0.1], [-0.2, -0.3, 0.0], [0.0, 0.1, 0.0], [0.0, 0.0, 0.1], [0.0, -0.1, 0.1], [0.0, -0.1, 0.1], [0.0, -0.1, -0.1], [0.0, -0.1, 0.0], [0.0, 0.0, 0.0], [0.0, 0.0, -0.1], [0.1, -0.1, -0.1], [0.1, 0.0, 0.0], [0.1, 0.0, 0.0], [0.0, 0.0, 0.1], [-0.1, 0.0, 0.0], [-0.1, 0.0, -0.1], [0.0, 0.0, -0.1], [-0.1, 0.0, -0.2], [0.0, 0.3, 0.5], [-0.6, 0.9, -0.1], [0.2, -0.1, 0.0], [0.1, -0.4, 0.0], [0.1, -0.2, 0.1], [0.3, 0.6, 0.0], [-0.5, 0.0, 0.1], [0.3, -0.3, -0.1], [0.0, 0.0, -0.3], [-0.1, 0.0, 0.1], [0.0, 0.1, 0.0], [0.1, 0.0, 0.0], [0.0, 0.0, 0.0], [0.2, -0.2, -0.1], [-0.2, -0.2, 0.2], [0.0, 0.1, 0.1], [-0.3, 0.0, 0.2], [0.2, 0.0, 0.0], [-0.2, 0.0, 0.0], [0.0, 0.0, -0.1], [-0.4, 0.0, 0.1], [-0.3, -0.1, 0.0], [0.1, -0.1, 0.0], [0.0, 0.0, -0.2], [2.8, 0.2, -1.0], [-2.5, 0.2, 0.8], [-0.2, 0.0, 0.1], [-0.2, 0.1, 0.2], [0.1, 0.3, -0.6], [0.0, 0.0, 0.1], [0.0, 0.0, -0.3], [0.1, -0.1, 0.0], [-0.2, -0.1, -0.1], [0.0, 0.0, -0.1], [0.1, 0.0, 0.0], [0.0, 0.0, 0.1], [-0.1, 0.0, -0.1], [0.3, 0.1, 0.3], [0.0, 0.2, 0.0], [-0.1, 0.1, 0.1], [0.3, -0.1, 0.3], [-0.1, -0.1, 0.1], [0.0, -0.1, 0.0]],
  "gap_ev": 6.6,
  "total_charge": 2,
  "spin_multiplicity": 1,
  "homo_ev": -13.1
}

***

Entry 4:
{
  "formula": "C2H6N2S2",
  "method": "ωB97M-V/def2-TZVPD",
  "elements": ["C", "C", "N", "N", "S", "S", "H", "H", "H", "H", "H", "H"],
  "positions_angstrom": [[2.2375, -0.0091, -0.2354], [-1.1740, -0.7355, 0.1408], [-0.5197, 1.0817, -1.0248], [-0.5794, -0.2829, -1.0247], [2.1202, 1.5000, 0.2216], [3.5581, -1.1220, -0.0311], [-0.6148, -0.2635, 0.8998], [-2.1790, -0.3741, 0.3668], [-1.2935, -1.8235, 0.2067], [0.3808, 1.2276, -1.4246], [-1.0054, 1.6570, -0.3403], [4.3690, -0.5193, 1.0301]],
  "forces_ev_per_angstrom": [[1.7, -0.3, 0.4], [-1.8, -1.0, 0.9], [-0.6, -2.5, -1.0], [0.2, 1.6, -1.2], [-0.1, -0.2, 0.2], [-0.1, 0.9, 1.3], [1.0, -0.2, 1.8], [-0.6, 0.4, -0.5], [0.7, 0.3, 0.0], [0.2, 1.7, -0.2], [0.7, -0.2, 0.0], [-1.2, -0.6, -1.6]],
  "gap_ev": [6.2, 8.0],
  "total_charge": 0,
  "spin_multiplicity": 1,
  "homo_ev": [-7.5, -8.3]
}

***

Ordered energy above the lowest of the compared OMol25 structures with the same formula, charge and spin results: 20.3, 27.1, 7.3, 112.6; unit kcal per mole.